(1)
Density functional theory data (ωB97M-V/def2-TZVPD) for the ion C3H11N2 with charge +1.

Structure (XYZ):
```
16
Properties=species:S:1:pos:R:3:forces:R:3
N 0.2818 0.6753 0.5128 0.245 -0.210 -0.279
N -0.5460 0.1534 -1.9470 -0.082 -0.554 -1.069
C -0.2506 -0.7122 0.3122 -1.209 -0.559 -0.610
C 0.5439 0.9885 1.9448 1.428 1.286 0.069
C -0.1584 -1.0842 -1.1862 -0.158 0.586 -0.014
H 0.3352 -1.3472 0.9877 -0.087 0.075 -0.345
H -0.0938 0.3090 -2.8569 0.852 -0.272 0.777
H -0.1830 1.4772 0.0843 -1.095 -0.654 -0.182
H 0.7527 2.1069 2.0492 -0.479 -1.638 -0.030
H 1.0712 0.6158 -0.1343 0.862 0.484 0.725
H -1.4564 -0.0702 -2.3534 -0.240 0.354 0.688
H 0.8267 -1.5423 -1.3336 -0.148 0.449 -0.761
H -1.3081 -0.8497 0.5414 0.123 0.782 0.681
H -0.2957 0.6419 2.5267 -0.365 0.268 0.060
H -0.9436 -1.7975 -1.4326 0.470 -0.530 0.441
H 1.4240 0.4353 2.2851 -0.117 0.134 -0.150
```
Forces are in eV/Å.

Computed properties:
E ... -230.14029 Ha
Net charge ... +1
Lowest unoccupied orbital energy ... -3.15 eV
M ... 75.135 g mol⁻¹
SMILES string ... C[NH2+]CCN
Kohn-Sham gap ... 0.419 hartree

***

(2)
Density functional theory data (ωB97M-V/def2-TZVPD) for the ion C3H11N2 with charge +1.

Structure (XYZ):
```
16
Properties=species:S:1:pos:R:3:forces:R:3
N -1.2139 1.2932 0.0287 -0.716 0.653 1.126
N 2.0391 -0.3654 -0.0949 1.031 -0.142 0.290
C 0.9032 0.0414 0.6954 -0.958 0.726 -1.106
C -0.9853 -1.1432 -0.4694 0.625 -1.824 -0.969
C -0.2897 0.1887 -0.3474 0.799 -0.783 -0.125
H 0.1514 0.4229 -1.3178 -0.054 0.389 0.227
H 2.6958 0.3953 -0.2476 -0.393 0.188 -0.223
H 0.6197 -0.7046 1.4427 0.174 0.195 -0.064
H -0.7516 2.1518 0.3481 0.292 -0.229 -0.082
H -1.8897 1.6075 -0.6715 0.079 -0.468 -0.268
H -0.3428 -1.6971 -1.1689 0.368 -0.006 0.372
H 2.6312 -1.0326 0.3819 -0.311 -0.393 0.108
H -0.9559 -1.7663 0.4263 -0.259 0.401 0.206
H 1.0463 1.0174 1.1727 0.069 -0.063 0.252
H -1.7517 0.9539 0.8315 -0.205 0.208 -0.018
H -1.9061 -1.3629 -1.0097 -0.540 1.147 0.275
```
Forces are in eV/Å.

Computed properties:
E ... -230.14602 Ha
Net charge ... +1
Lowest unoccupied orbital energy ... -3.69 eV
M ... 75.135 g mol⁻¹
SMILES string ... C[C@@H]([NH3+])CN
Kohn-Sham gap ... 0.369 hartree

***

(3)
Density functional theory data (ωB97M-V/def2-TZVPD) for the ion C3H11N2 with charge +1.

Structure (XYZ):
```
16
Properties=species:S:1:pos:R:3:forces:R:3
N -1.2654 1.0868 0.7395 1.868 -3.879 1.796
N 2.0625 -0.6758 -0.2609 0.438 -1.107 0.727
C -0.3399 -0.1811 0.2667 0.254 -0.239 1.252
C 1.0426 0.3171 -0.1178 0.456 3.472 1.746
C -1.0579 -0.9679 -0.7838 -0.881 -0.116 -1.062
H -2.2277 0.7731 0.6089 -0.024 0.943 -0.307
H -0.1734 -0.7307 1.2240 -0.580 0.078 -0.758
H 0.9336 1.0313 -0.9758 0.379 -1.065 0.116
H 2.7259 -0.3207 -0.8967 0.707 0.163 -1.375
H 1.3795 1.0428 0.7167 -0.734 -0.671 -0.795
H -0.3701 -1.7369 -1.2394 -0.685 1.043 0.338
H 2.6929 -0.8722 0.5573 -1.613 0.409 -0.541
H -1.0454 1.1501 1.7512 -0.563 0.158 -0.593
H -1.5702 -0.3072 -1.5532 1.206 -0.622 0.487
H -0.8743 1.8863 0.3318 -0.268 1.790 -1.312
H -1.9126 -1.4951 -0.3684 0.041 -0.356 0.281
```
Forces are in eV/Å.

Computed properties:
E ... -230.13385 Ha
Net charge ... +1
Lowest unoccupied orbital energy ... -3.63 eV
M ... 75.135 g mol⁻¹
SMILES string ... C[C@H]([NH3+])CN
Kohn-Sham gap ... 0.369 hartree

***

(4)
Density functional theory data (ωB97M-V/def2-TZVPD) for a cluster of 2 separate species, C3H11N2 in total.

Structure (XYZ):
```
16
Properties=species:S:1:pos:R:3:forces:R:3
N -0.6134 1.0551 0.2644 -0.529 0.140 -0.315
N -0.7012 -0.7994 -1.7689 0.517 -0.584 -0.014
C 1.2064 0.1388 1.7126 -1.890 -0.095 -0.300
C 0.0920 -1.1570 -2.6942 0.130 -0.483 -0.072
C -0.3222 0.3882 1.5914 1.290 0.466 -0.716
H 1.1426 -0.8761 -2.7349 -0.208 0.653 0.008
H -1.5132 -1.4063 -1.8192 -0.634 0.467 -0.129
H 1.4940 -0.6944 1.0756 0.215 -0.031 0.141
H 1.3287 -0.0868 2.7666 0.707 -0.013 -0.031
H 1.6979 1.0477 1.3882 0.508 0.084 0.341
H -0.6070 1.1101 2.3514 -0.360 -0.303 0.134
H 0.0783 1.7617 0.0145 0.164 -0.085 0.194
H -0.6787 0.3658 -0.5602 0.387 -0.175 0.226
H -1.5039 1.5508 0.2817 -0.100 -0.040 0.134
H -0.8784 -0.5421 1.6008 -0.257 0.108 0.279
H -0.2221 -1.8561 -3.4697 0.058 -0.109 0.120
```
Forces are in eV/Å.

Computed properties:
E ... -230.15069 Ha
Net charge ... +1
Lowest unoccupied orbital energy ... -2.99 eV
M ... 75.135 g mol⁻¹
Kohn-Sham gap ... 0.447 hartree

***

(5)
Density functional theory data (ωB97M-V/def2-TZVPD) for a cluster of 2 separate species, C3H11N2 in total.

Structure (XYZ):
```
16
Properties=species:S:1:pos:R:3:forces:R:3
N 0.7695 0.5111 0.5195 -0.692 0.252 -0.640
N -0.7210 -0.4087 -1.7344 -1.160 -3.596 -0.035
C 0.5576 -0.4012 1.7036 1.812 1.039 -0.141
C -0.1231 1.7585 0.3733 2.693 -0.314 -2.544
C -0.7794 -1.7340 -1.5991 -0.967 3.180 -3.141
H 0.6831 -0.0030 -0.3764 -0.577 0.114 0.258
H -1.1811 -2.2248 -0.7647 0.693 -0.257 2.198
H -0.9096 1.3993 -0.2392 -1.143 -0.068 -0.177
H -0.7902 -2.4290 -2.4584 0.085 0.592 0.037
H 1.5652 -0.9437 1.7581 -1.726 0.608 0.692
H -0.9356 -0.1630 -2.7297 1.390 -0.259 0.714
H 1.7262 0.8066 0.4984 0.697 0.343 0.482
H -0.2579 -1.0811 1.5581 -0.353 -0.227 -0.303
H 0.5014 2.4530 -0.3352 -1.288 -0.874 1.810
H 0.3097 0.3213 2.5100 0.566 -1.051 -0.007
H -0.4148 2.1388 1.3161 -0.030 0.515 0.796
```
Forces are in eV/Å.

Computed properties:
E ... -230.09797 Ha
Net charge ... +1
Lowest unoccupied orbital energy ... -3.56 eV
M ... 75.135 g mol⁻¹
Kohn-Sham gap ... 0.403 hartree

***

(6)
Density functional theory data (ωB97M-V/def2-TZVPD) for a cluster of 2 separate species, C3H11N2 in total.

Structure (XYZ):
```
16
Properties=species:S:1:pos:R:3:forces:R:3
N -0.1770 0.0045 -0.3604 -1.006 -4.427 1.944
N 0.4280 -1.1662 1.7573 -1.253 0.505 -3.335
C 0.4299 0.7083 -1.4263 1.166 2.970 -2.854
C 0.6848 -0.1095 0.8449 2.588 -3.093 0.513
C -1.6920 0.3602 -0.1384 1.237 -1.690 2.566
H 0.3216 -2.0620 1.2619 0.289 0.304 1.041
H 0.8796 0.7307 1.3780 0.446 2.922 0.858
H -1.8611 1.1599 0.5841 0.585 -0.120 -0.077
H 1.4533 0.2705 -1.5883 -1.223 0.499 -0.235
H -0.0282 -1.0346 -0.6140 -1.439 1.655 -0.179
H -2.3090 -0.5145 0.1194 0.829 0.090 0.374
H 2.5736 -0.3890 0.1220 -2.762 0.505 0.730
H 0.5609 1.7555 -1.1016 0.225 -0.367 -0.020
H -2.0095 0.6082 -1.0564 -1.081 1.324 -3.283
H 0.9769 -1.1763 2.5934 0.263 -0.005 0.205
H -0.2318 0.8543 -2.3756 1.134 -1.071 1.753
```
Forces are in eV/Å.

Computed properties:
E ... -229.98767 Ha
Net charge ... +1
Lowest unoccupied orbital energy (spin up / spin down) ... -4.34 / -4.32 eV
M ... 75.135 g mol⁻¹
Kohn-Sham gap (spin up / spin down) ... 0.319 / 0.331 hartree

***

(7)
Density functional theory data (ωB97M-V/def2-TZVPD) for a cluster of 2 separate species, C3H11N2 in total.

Structure (XYZ):
```
16
Properties=species:S:1:pos:R:3:forces:R:3
N -0.2403 -0.1046 1.1073 -4.131 0.798 1.003
N 0.8082 0.2643 -1.4366 -0.669 0.718 1.409
C -1.6269 -0.3958 0.8102 3.144 -1.228 -1.179
C 2.2667 0.6549 -1.3028 0.331 0.491 -0.939
C -2.6064 -0.5784 1.7481 -0.709 -0.341 1.218
H 0.6257 -0.6403 -1.8718 0.348 -0.143 0.112
H 2.9427 -0.1822 -1.4499 -0.276 -0.256 0.372
H -1.6671 -0.8220 -0.1834 -0.917 -0.120 -0.100
H -3.4233 -1.2676 1.5384 -0.173 0.308 -0.425
H 0.3233 0.9451 -2.0245 0.077 0.082 -0.036
H 2.4363 1.1899 -0.3656 -0.121 -0.290 -0.147
H -0.3382 0.6166 1.8285 1.313 -0.481 0.618
H 0.2077 -0.9898 1.3737 0.631 0.316 -0.039
H -2.5207 -0.3440 2.8078 0.155 0.541 -0.135
H 0.3478 0.3265 -0.4413 0.900 -0.481 -1.943
H 2.4647 1.3274 -2.1382 0.098 0.085 0.209
```
Forces are in eV/Å.

Computed properties:
E ... -229.63074 Ha
⟨S²⟩ ... 0.756
Net charge ... +2
Lowest unoccupied orbital energy (spin up / spin down) ... -9.64 / -13.35 eV
Spin multiplicity ... 2
M ... 75.135 g mol⁻¹
Kohn-Sham gap (spin up / spin down) ... 0.418 / 0.294 hartree

***

Computed values of relative energy (zero: lowest compared OMol25 entry of this formula, charge and spin) (unit: eV) for the preceding records, in sequence: 1.145; 0.989; 1.320; 0.862; 2.297; 5.298; 1.881.